Arrangement i

Entry from OMol25: 2 unconnected molecules or ions with the total composition C3H4F2 (ωB97M-V/def2-TZVPD).

- Kohn-Sham gap (eV) = 10.212
- SMILES = FC1=CC1.F
- net charge = 0

Cartesian coordinates (Å):
C 1.285 1.107 0.767
C 0.826 -0.175 0.011
C 0.255 0.935 -0.297
F -0.692 1.660 -0.850
F -3.062 0.839 0.742
H 1.079 1.236 1.823
H 2.252 1.528 0.403
H -2.847 1.661 1.298
H 0.755 -1.162 -0.022

***

Arrangement ii

Entry from OMol25: a single C3H4F2 molecule (ωB97M-V/def2-TZVPD).

- Kohn-Sham gap (eV) = 11.498
- SMILES = C=CC(F)F
- net charge = 0

Cartesian coordinates (Å):
C -0.570 -0.028 0.353
C 0.838 -0.579 0.217
C 1.990 0.023 -0.132
H -0.807 0.164 1.432
H 0.965 -1.645 0.284
H 1.967 1.003 -0.550
H 2.970 -0.416 -0.308
F -0.605 1.285 -0.069
F -1.467 -0.797 -0.318

***

Q: Which of them is the least stable? A: arrangement i.

***

Arrangement i

Entry from OMol25: a single C3H4F2 molecule (ωB97M-V/def2-TZVPD).

- Kohn-Sham gap (eV) = 10.391
- SMILES = C=C(F)CF
- net charge = 0

Cartesian coordinates (Å):
C -0.467 0.148 1.200
C 0.391 0.259 -0.113
C 0.416 -0.594 -1.257
H 0.097 0.363 2.136
H -1.152 0.931 0.765
H 0.850 0.131 -2.144
H 0.377 -1.638 -1.408
F -0.924 -1.164 1.303
F 0.412 1.565 -0.482

***

Arrangement ii

Entry from OMol25: 2 unconnected molecules or ions with the total composition C3H4F2 (ωB97M-V/def2-TZVPD).

- Kohn-Sham gap (alpha / beta) (eV) = 8.401 / 8.420
- net charge = 0

Cartesian coordinates (Å):
C -0.976 0.514 -3.505
C 0.860 0.377 -0.598
C 0.167 -0.096 0.646
F -1.306 -0.649 -4.045
F 1.425 1.547 -0.509
H -0.501 0.430 -2.496
H -0.953 -0.155 0.472
H 0.535 -1.014 0.996
H 0.374 0.594 1.427

***

Q: Which of them is the least stable? A: arrangement ii.

***

Arrangement i

Entry from OMol25: 2 unconnected molecules or ions with the total composition C2H6N4O2 (ωB97M-V/def2-TZVPD).

- Kohn-Sham gap (eV) = 8.920
- net charge = 0

Cartesian coordinates (Å):
C -0.437 -0.110 0.177
C 1.918 -0.294 -0.447
H -2.931 -0.265 0.625
H -1.373 1.711 -0.056
H -1.550 -1.466 0.635
H 0.918 2.278 0.975
H 2.757 0.271 -0.775
H 2.695 -2.007 -0.276
N -1.341 0.405 -0.843
N -0.690 -0.969 1.023
N 0.930 0.580 0.366
N 1.787 -1.549 -0.262
O -2.683 -0.286 -0.334
O 0.908 1.865 0.147

***

Arrangement ii

Entry from OMol25: a molecular structure, C2H6N4O2 (ωB97M-V/def2-TZVPD).

- Kohn-Sham gap (eV) = 9.474
- net charge = 0

Cartesian coordinates (Å):
C 0.928 -0.742 0.253
C -0.910 0.636 -0.058
H 4.123 -1.213 0.383
H 3.214 -1.118 -0.784
H 0.301 -1.679 -0.472
H -1.902 0.669 -1.722
H -1.811 1.334 1.845
H -3.589 1.000 -0.336
N 3.169 -1.584 0.082
N 2.187 -0.619 0.748
N -0.937 0.381 -1.345
N -1.904 1.051 0.647
O 0.016 0.070 0.768
O -2.883 1.815 -0.008

***

Q: Which of them is the least stable? A: arrangement i.

***

Arrangement i

Entry from OMol25: a molecular structure, C7H18N2 (ωB97M-V/def2-TZVPD).

- Kohn-Sham gap (alpha / beta) (eV) = 7.174 / 7.176
- net charge = 0

Cartesian coordinates (Å):
C 1.410 -0.377 0.479
C 0.999 0.950 1.015
C 0.652 -1.513 0.800
C 2.776 -0.466 -0.123
C 0.365 -0.271 -2.105
H 0.326 0.846 1.867
H 0.422 1.500 0.265
H 1.860 1.557 1.300
H 1.023 -2.462 0.426
H 0.315 -1.571 1.831
H -0.638 -1.290 0.255
H 3.013 0.416 -0.718
H 3.505 -0.510 0.693
H 2.900 -1.360 -0.732
H 0.988 -1.155 -2.175
H 0.969 0.626 -2.031
H -0.241 -0.224 -3.012
N -1.790 -0.846 -0.277
N -1.892 1.992 -0.053
C -2.512 -0.192 0.720
C -2.407 1.135 0.912
H -0.550 -0.367 -1.379
H -2.212 -1.739 -0.503
H -1.670 1.534 -0.926
H -1.773 2.960 0.197
H -3.010 -0.781 1.486
H -2.830 1.607 1.787

***

Arrangement ii

Entry from OMol25: 3 unconnected molecules or ions with the total composition C7H18N2 (ωB97M-V/def2-TZVPD).

- Kohn-Sham gap (alpha / beta) (eV) = 6.562 / 6.616
- net charge = 0

Cartesian coordinates (Å):
C 0.308 1.329 0.621
C 0.598 -0.601 -0.781
C -0.747 -0.663 -0.470
C -1.014 2.016 0.837
C 1.274 2.169 -0.185
C -1.266 -1.342 0.759
C -0.860 -2.331 -2.045
N 0.825 0.816 1.850
N 1.571 -1.321 -0.161
H 0.891 -0.117 -1.704
H -1.400 -0.021 -1.037
H 1.787 0.513 1.769
H 0.743 1.456 2.639
H 1.301 -2.046 0.484
H 2.448 -1.450 -0.637
H -1.710 1.394 1.402
H -1.481 2.288 -0.111
H -0.886 2.948 1.418
H 2.235 1.666 -0.320
H 0.870 2.406 -1.172
H 1.483 3.130 0.317
H -2.354 -1.299 0.795
H -0.868 -0.871 1.662
H -0.977 -2.395 0.767
H -1.943 -2.433 -2.047
H -0.470 -2.037 -3.018
H -0.356 -3.203 -1.632

***

Arrangement iii

Entry from OMol25: a molecular structure, C7H18N2 (ωB97M-V/def2-TZVPD).

- Kohn-Sham gap (eV) = 8.450
- net charge = 0

Cartesian coordinates (Å):
C -2.230 0.570 0.918
C -2.710 0.750 -0.485
N -0.702 2.540 1.520
N -1.679 -0.598 1.170
H -1.602 1.707 1.517
H -1.358 -0.807 2.104
H -0.872 3.229 0.791
H 0.172 2.080 1.275
H -1.376 -1.246 0.440
H -2.562 1.784 -0.793
H -2.213 0.096 -1.215
H -3.784 0.550 -0.510
C 2.161 -1.293 -0.015
C 1.005 0.368 -1.578
C 2.154 -0.343 1.188
C 1.062 -1.021 -1.011
C 0.199 -1.966 -1.373
H 3.123 -1.201 -0.530
H 2.083 -2.325 0.335
H 1.995 0.689 -1.907
H 0.327 0.423 -2.428
H 0.666 1.079 -0.821
H 2.367 0.681 0.886
H 1.187 -0.352 1.688
H 2.913 -0.643 1.909
H 0.231 -2.960 -0.949
H -0.557 -1.789 -2.126

***

Q: Which of them is the least stable? A: arrangement ii.

***

Arrangement i

Entry from OMol25: 2 unconnected molecules or ions with the total composition C2H2N4O3 (ωB97M-V/def2-TZVPD).

- Kohn-Sham gap (eV) = 9.641
- SMILES = N#C/C=[N+](/[O-])O.N#[N+][O-]
- net charge = 0

Cartesian coordinates (Å):
C 0.705 -1.159 -0.211
C 0.876 0.100 -0.768
N 0.707 -2.309 -0.001
N -2.388 -0.548 0.299
N -1.511 0.095 0.559
N 1.127 1.179 -0.142
O 1.545 2.235 -0.541
O -3.243 -1.285 -0.029
O 0.761 1.180 1.185
H 0.988 0.151 -1.922
H 0.433 0.362 1.571

***

Arrangement ii

Entry from OMol25: a single C2H2N4O3 molecule (ωB97M-V/def2-TZVPD).

- Kohn-Sham gap (eV) = 10.167
- SMILES = Nc1nc([N+](=O)[O-])no1
- net charge = 0

Cartesian coordinates (Å):
C 0.222 -0.919 0.435
C -0.478 0.751 -0.536
N 0.149 0.500 0.544
N -0.361 -1.360 -0.634
N -0.673 1.923 -1.097
N 0.954 -1.619 1.467
O 0.295 -1.758 2.474
O 2.066 -1.878 1.310
O -0.867 -0.246 -1.281
H -0.327 2.779 -0.676
H -0.980 1.828 -2.005

***

Q: Which of them is the least stable? A: arrangement i.